1.
This record from the OMol25 dataset describes a molecular structure, C3H5MgNaO4. The level of theory is ωB97M-V with the def2-TZVPD basis set.

```
14
Properties=species:S:1:pos:R:3:forces:R:3
O -0.031 -0.011 -1.571 0.2 -0.4 0.1
C -0.925 1.024 -1.469 -0.2 -0.4 0.3
C -0.236 -0.978 -2.449 2.2 1.6 -3.3
O -0.754 1.787 -0.483 -0.2 0.8 0.5
O -1.849 1.173 -2.272 -0.5 0.5 -0.2
C 0.924 -1.771 -2.816 -4.6 -1.7 0.4
Mg -2.451 2.844 -1.208 0.2 -0.6 -0.5
H -0.975 -0.750 -3.228 -1.5 -1.1 1.0
H 0.618 -2.720 -3.326 -0.9 0.6 -0.1
H 0.423 -2.241 -1.729 2.6 0.0 0.1
H 1.328 -1.360 -3.776 2.4 0.7 1.3
Na 0.512 2.083 1.604 0.4 -0.1 0.3
O 2.918 -1.315 -1.947 -0.1 0.2 0.2
H 3.565 -1.843 -2.456 0.0 -0.1 0.0
```
Forces are in eV/Å.

Its electronic energy is -21207.0341 eV. Its LUMO energy (alpha / beta) is -14.24 / -14.24 eV. Its spin multiplicity is 2. For the orbital gap (alpha / beta), the calculation gives 6.251 / 6.093 eV. As for the expectation value of S²: 0.79. As for the charge: +3.

2.
This record from the OMol25 dataset describes a single C5H6N2O4 molecule. The level of theory is ωB97M-V with the def2-TZVPD basis set.

```
17
Properties=species:S:1:pos:R:3:forces:R:3
C 1.198 1.661 0.145 -1.3 -0.2 -0.4
C -0.216 1.613 -0.012 -0.3 -1.4 -0.4
C 1.983 0.559 0.176 0.5 -0.8 0.2
C -0.834 0.391 -0.195 4.7 -0.5 0.4
C 0.152 -1.064 -0.168 -2.3 3.4 1.1
N 1.505 -0.729 0.143 1.8 0.7 -0.3
N -2.183 0.294 -0.046 -3.3 -0.4 0.4
O -2.908 1.271 0.030 0.6 0.9 -0.3
O -2.717 -0.826 0.090 1.0 -0.7 -0.1
O -0.340 -1.829 0.864 -1.7 0.1 0.0
O 0.119 -1.679 -1.374 -1.6 -2.9 -0.1
H 1.598 2.627 0.215 0.9 1.0 0.1
H -0.804 2.539 -0.010 0.2 -0.5 0.1
H 3.070 0.758 0.277 -0.8 -0.8 0.0
H 2.140 -1.570 0.124 -0.9 1.6 0.0
H -1.307 -1.513 0.921 1.2 -1.2 0.0
H -0.456 -2.504 -1.181 1.2 1.8 -0.8
```
Forces are in eV/Å.

Its electronic energy is -16448.0666 eV. As for the SMILES: O=[N+]([O-])C1=CC=CNC1(O)O. Its LUMO energy is -1.02 eV. For the orbital gap, the calculation gives 7.695 eV. As for the charge: 0.

3.
This record from the OMol25 dataset describes a single C13H16O2 molecule. The level of theory is ωB97M-V with the def2-TZVPD basis set.

```
31
Properties=species:S:1:pos:R:3:forces:R:3
O 2.821 1.597 -1.032 -2.5 0.6 0.9
O 0.645 1.400 -0.213 1.6 1.6 0.3
C 1.893 2.020 -0.344 1.2 -1.3 -0.6
C 1.728 -0.832 -0.102 0.2 -1.9 -0.3
C 0.649 0.062 -0.379 -2.1 -1.8 -0.7
C 1.248 -2.108 -0.103 1.9 -1.0 0.1
C -0.480 -0.695 -0.502 0.5 3.1 -1.1
C 2.348 4.488 -0.240 0.7 -1.6 -1.5
C 2.137 3.167 0.587 -2.3 1.2 -1.1
C -0.204 -2.150 -0.487 -0.2 0.2 -0.7
C -2.811 -1.229 -0.761 -1.1 0.6 -0.6
C -2.657 -2.641 -0.207 0.5 -0.3 0.8
C -1.563 -1.234 1.332 -0.4 0.0 1.1
C -1.822 -0.422 0.110 0.2 0.1 -2.0
C -1.259 -2.511 0.532 -2.3 -0.8 1.0
H 2.756 -0.560 0.012 0.3 0.0 0.2
H 1.938 -2.983 0.070 -1.0 0.9 -0.5
H 2.112 5.366 0.303 -0.2 0.8 0.5
H 3.392 4.538 -0.634 -0.6 0.0 0.8
H 1.794 4.456 -1.209 -0.2 0.1 1.0
H 1.438 3.198 1.446 -0.1 0.3 -0.9
H 3.017 2.838 0.995 2.5 -0.3 1.2
H -0.518 -2.693 -1.471 1.2 0.9 1.4
H -2.471 -1.225 -1.858 -0.9 0.4 1.5
H -3.890 -0.899 -0.615 1.3 -0.2 -0.6
H -3.518 -2.834 0.501 1.2 -0.3 -0.7
H -2.614 -3.322 -1.049 -0.3 -0.6 0.2
H -2.432 -1.177 2.048 0.8 -0.8 -0.6
H -0.654 -0.918 1.841 -0.1 0.3 0.2
H -2.089 0.585 0.261 -0.1 1.3 0.0
H -0.931 -3.284 1.168 -0.1 -1.5 0.6
```
Forces are in eV/Å.

Its electronic energy is -17832.8182 eV. As for the SMILES: CCC(=O)OC1=C2[C@H]3CC[C@H](C3)[C@@H]2C=C1. Its LUMO energy is 0.83 eV. For the orbital gap, the calculation gives 8.546 eV. As for the charge: 0.

4.
This record from the OMol25 dataset describes a molecular structure, C33H32BN5O8S3SbTi. The level of theory is ωB97M-V with the def2-TZVPD basis set.

```
84
Properties=species:S:1:pos:R:3:forces:R:3
Ti -19.109 -11.524 -1.332 -3.2 -2.4 -0.2
O -18.733 -11.830 -5.593 0.6 -0.2 1.2
C -18.806 -11.618 -4.242 1.0 -2.5 -0.3
O -18.471 -12.479 -3.391 -1.2 1.7 -1.4
C -19.319 -10.330 -3.922 -0.9 0.4 1.2
C -19.130 -9.257 -4.725 -0.3 1.5 -0.2
C -19.620 -7.982 -4.300 -0.4 -0.6 0.6
C -20.153 -7.882 -3.005 -0.1 0.3 -0.3
C -20.226 -9.020 -2.203 -0.4 0.1 0.3
N -19.943 -10.287 -2.667 0.9 1.3 -1.6
C -20.547 -9.082 -0.780 -0.4 -1.0 0.7
O -21.283 -8.117 -0.177 1.0 -0.8 -0.1
O -20.235 -10.114 -0.127 -0.8 1.7 -1.1
H -18.139 -12.584 -5.754 -0.3 0.0 0.2
H -18.569 -9.319 -5.657 -0.3 -0.3 0.2
H -19.626 -7.121 -4.952 0.3 0.0 0.0
H -20.501 -6.885 -2.642 0.4 -0.9 -0.2
H -21.386 -7.402 -0.806 -0.2 0.3 -0.2
C -20.995 -12.674 1.876 -1.0 -0.4 -0.1
N -22.160 -13.091 1.025 0.4 -0.3 -0.2
C -23.463 -13.129 1.504 0.2 0.1 1.3
C -24.260 -13.628 0.550 0.4 0.0 -1.2
N -23.481 -13.854 -0.595 2.4 0.2 0.8
B -24.052 -14.568 -1.863 -1.1 -1.0 0.5
N -23.323 -14.399 -3.215 -0.1 0.3 0.3
C -22.854 -15.484 -3.947 -0.3 1.6 0.3
C -22.587 -15.048 -5.184 0.7 -0.7 -1.2
N -22.885 -13.687 -5.252 -0.2 -0.3 0.6
C -22.687 -12.772 -6.366 0.4 0.1 0.5
C -23.331 -13.279 -3.995 0.5 -1.2 -0.7
S -23.740 -11.710 -3.617 -0.2 0.5 0.4
C -22.144 -13.571 -0.286 -2.2 1.0 1.4
S -20.711 -13.658 -1.249 -0.1 0.0 -0.1
H -20.232 -13.457 1.920 -0.2 0.0 -0.2
H -21.413 -12.536 2.903 0.4 0.1 -0.9
H -20.531 -11.773 1.476 -0.2 0.0 0.2
H -23.759 -12.844 2.540 0.6 -0.2 -1.1
H -25.332 -13.809 0.614 0.5 0.0 -0.4
H -24.211 -15.782 -1.538 0.7 0.6 -0.5
H -25.184 -14.173 -1.956 -0.2 0.3 -0.1
H -22.707 -16.407 -3.455 0.0 -0.8 0.1
H -22.156 -15.664 -5.992 -0.4 0.9 0.4
H -21.600 -12.630 -6.522 -0.5 -0.1 -0.2
H -23.099 -11.809 -6.026 0.1 -0.3 -0.3
H -23.195 -13.109 -7.280 0.2 0.0 0.3
C -17.609 -19.133 -2.676 0.8 -0.3 0.4
C -16.886 -18.999 -1.469 -0.5 0.0 -0.4
C -16.516 -17.731 -1.020 0.0 -0.1 0.2
C -16.814 -16.598 -1.775 -0.3 0.7 0.5
C -17.539 -16.755 -2.946 0.5 -0.4 0.1
C -17.901 -17.994 -3.417 -0.2 -0.8 -0.5
Sb -16.612 -14.476 -1.184 0.9 -1.2 -0.2
C -15.347 -14.972 0.566 -0.5 0.6 0.3
C -15.613 -14.405 1.837 -0.2 0.0 -0.7
C -14.826 -14.736 2.934 0.2 -0.3 -1.0
C -13.735 -15.612 2.764 -0.5 0.3 -0.1
C -13.437 -16.165 1.522 -0.7 0.1 -0.2
C -14.285 -15.851 0.446 0.4 -0.2 -0.7
C -14.983 -14.102 -2.689 -1.2 0.3 -0.5
C -15.115 -14.253 -4.105 0.0 0.1 1.2
C -14.178 -13.705 -4.957 0.4 0.3 0.5
C -13.073 -12.996 -4.427 -0.7 -1.0 -0.8
C -12.932 -12.839 -3.068 -0.9 -0.4 -0.7
C -13.939 -13.340 -2.234 1.0 0.3 1.2
H -17.842 -20.127 -3.070 -0.1 0.4 0.2
H -16.631 -19.871 -0.859 -0.1 0.2 -0.3
H -16.016 -17.624 -0.051 -0.1 -0.1 -0.4
H -17.788 -15.916 -3.544 -0.3 0.9 -0.4
H -18.370 -18.068 -4.402 -0.1 -0.1 0.4
H -16.427 -13.668 1.928 0.4 -0.5 0.1
H -15.074 -14.268 3.872 0.2 -0.1 0.3
H -13.126 -15.853 3.610 0.3 -0.1 0.4
H -12.612 -16.872 1.375 -0.3 0.4 0.2
H -14.120 -16.274 -0.559 0.2 0.1 0.6
H -15.962 -14.783 -4.507 -0.2 -0.2 -0.1
H -14.288 -13.816 -6.032 0.1 0.0 0.1
H -12.337 -12.680 -5.144 0.3 0.4 0.0
H -12.076 -12.336 -2.695 0.5 0.4 0.5
H -13.856 -13.130 -1.156 0.0 -0.1 -0.5
O -18.300 -11.809 0.485 0.9 -0.3 -0.7
S -17.015 -11.147 0.011 0.3 0.3 -0.8
O -16.858 -9.934 0.740 1.1 0.2 0.2
O -17.444 -10.749 -1.508 2.0 -0.4 2.3
O -15.940 -12.139 -0.085 -0.5 1.5 0.4
```
Forces are in eV/Å.

Its electronic energy is -121411.6131 eV. Its LUMO energy (alpha / beta) is 1.42 / 1.39 eV. Its spin multiplicity is 3. For the orbital gap (alpha / beta), the calculation gives 5.858 / 5.836 eV. As for the expectation value of S²: 2.03. As for the charge: -1.

5.
This record from the OMol25 dataset describes a molecular structure, C8H20IrO3Te. The level of theory is ωB97M-V with the def2-TZVPD basis set.

```
33
Properties=species:S:1:pos:R:3:forces:R:3
Ir -0.263 -0.418 -0.123 -0.9 -0.1 -0.2
C 3.153 -1.492 -0.659 -0.2 0.4 0.1
O 2.235 -0.391 -0.481 0.8 -0.2 -0.2
C 2.777 0.940 -0.445 0.1 -0.2 -0.1
C 1.691 1.951 -0.762 -0.2 0.1 0.1
O 0.455 1.666 -0.063 0.4 0.2 -0.1
C 0.280 2.194 1.301 0.0 0.0 -0.2
C 0.707 1.148 2.295 0.0 -0.1 0.2
O 0.171 -0.154 1.829 0.1 -0.2 0.7
C 0.034 -1.181 2.940 -0.1 0.4 -0.2
H 3.415 -1.465 -1.745 0.0 -0.1 0.0
H 4.079 -1.275 -0.106 0.1 -0.1 -0.1
H 2.644 -2.413 -0.394 0.0 0.0 0.0
H 3.220 1.026 0.572 -0.1 0.1 0.0
H 3.638 0.987 -1.132 0.0 0.0 0.1
H 2.042 2.954 -0.515 0.0 0.0 0.0
H 1.453 1.928 -1.825 0.0 0.0 0.0
H 0.838 3.124 1.422 0.1 0.0 0.0
H -0.780 2.425 1.382 -0.1 0.0 0.0
H 1.783 1.023 2.420 0.0 0.0 -0.1
H 0.289 1.356 3.281 -0.1 0.0 0.0
H -0.801 -0.857 3.552 -0.1 0.0 0.1
H -0.148 -2.136 2.459 0.0 0.0 0.0
H 0.967 -1.163 3.496 0.1 -0.1 0.0
C -4.548 -1.089 -0.577 0.0 0.0 -0.1
Te -2.718 -0.559 -1.544 0.2 0.1 0.1
C -3.006 -1.109 -3.598 0.0 0.0 0.1
H -4.704 -2.138 -0.837 -0.1 0.0 0.0
H -5.279 -0.425 -1.044 -0.1 0.0 0.0
H -4.436 -0.917 0.489 0.0 0.0 0.0
H -3.810 -0.444 -3.918 0.0 0.0 -0.1
H -3.309 -2.156 -3.548 0.0 0.0 -0.1
H -2.071 -0.941 -4.124 0.0 0.0 0.0
```
Forces are in eV/Å.

Its electronic energy is -24839.1871 eV. Its LUMO energy (alpha / beta) is -15.39 / -19.15 eV. Its spin multiplicity is 6. For the orbital gap (alpha / beta), the calculation gives 8.958 / 5.820 eV. As for the expectation value of S²: 8.76. As for the charge: +4.

6.
This record from the OMol25 dataset describes a molecular structure, C13H24Br21PSi. The level of theory is ωB97M-V with the def2-TZVPD basis set.

```
60
Properties=species:S:1:pos:R:3:forces:R:3
C 0.776 1.506 0.043 -0.1 -0.1 -0.1
C 0.543 0.049 0.484 0.1 -0.1 -0.1
C -0.964 -0.259 0.566 -0.1 0.1 0.1
C 1.272 -0.295 1.811 0.0 0.1 -0.2
Si 2.542 -1.690 1.758 0.0 0.0 0.2
P 2.073 -3.531 0.573 0.2 -0.2 0.0
C 2.366 -2.993 -1.176 0.0 0.1 -0.1
C 0.239 -3.600 0.631 -0.1 0.0 0.1
H 1.036 2.147 0.887 -0.1 0.0 0.0
H -0.122 1.905 -0.428 0.0 0.1 0.0
H 1.569 1.591 -0.700 0.1 0.0 0.1
H 0.954 -0.582 -0.311 0.0 0.0 0.1
H -1.198 -0.966 1.363 0.0 0.0 0.0
H -1.353 -0.681 -0.364 0.0 0.1 -0.1
H -1.533 0.653 0.760 0.0 0.0 0.1
H 0.541 -0.544 2.585 0.0 0.0 0.0
H 1.816 0.577 2.190 0.0 0.0 0.0
H 2.752 -2.162 3.143 0.0 0.1 0.0
H 3.866 -1.227 1.274 -0.1 0.1 -0.1
H 3.249 -3.507 -1.551 0.0 0.1 -0.1
H 1.511 -3.293 -1.784 0.0 -0.1 0.0
H 2.504 -1.919 -1.303 0.0 0.0 0.0
H -0.089 -4.434 0.011 0.0 0.0 0.0
H -0.267 -2.699 0.290 0.0 0.0 0.0
H -0.057 -3.809 1.661 -0.1 0.0 0.0
C 5.409 2.176 0.489 0.0 0.0 0.0
Br 6.338 0.665 1.211 0.1 0.0 0.1
Br 4.477 1.713 -1.124 0.0 0.0 -0.1
Br 4.227 2.968 1.781 0.0 0.0 0.0
H 6.146 2.921 0.231 0.0 0.1 0.0
C -1.643 3.428 -3.450 0.0 0.0 0.0
Br 0.254 3.146 -3.346 0.0 0.0 0.0
Br -2.439 2.344 -4.821 0.0 0.0 -0.1
Br -2.511 3.158 -1.757 0.0 0.0 0.0
H -1.799 4.461 -3.726 0.0 0.0 0.0
C 7.272 5.003 -2.343 0.0 0.0 0.0
Br 8.390 3.646 -1.560 0.0 0.0 0.0
Br 6.371 4.357 -3.907 0.0 0.0 -0.1
Br 6.030 5.719 -1.060 0.0 0.0 0.0
H 7.918 5.812 -2.651 0.0 0.0 0.0
C -6.172 4.709 0.599 0.0 0.0 0.0
Br -5.186 5.943 -0.489 0.0 0.0 0.0
Br -7.897 4.324 -0.140 -0.1 0.1 0.0
Br -5.186 3.084 0.912 0.1 0.0 0.0
H -6.320 5.177 1.561 0.0 0.0 0.0
C 2.978 -4.013 6.334 0.0 0.0 0.0
Br 4.751 -3.915 7.068 0.1 0.0 0.0
Br 2.168 -2.273 6.232 0.0 0.0 0.0
Br 2.968 -4.909 4.637 0.0 0.0 -0.1
H 2.382 -4.601 7.016 0.0 0.0 0.0
C -10.125 0.275 -1.334 0.0 0.0 0.0
Br -8.406 0.530 -0.525 0.1 -0.1 0.0
Br -11.061 1.948 -1.508 0.0 0.0 0.0
Br -9.992 -0.631 -3.020 0.0 0.0 -0.1
H -10.709 -0.351 -0.676 0.0 0.0 0.0
C -2.506 -5.441 -2.730 0.0 0.0 0.0
Br -2.110 -3.573 -2.523 0.0 0.1 0.0
Br -1.398 -6.528 -1.600 0.0 -0.1 0.0
Br -4.369 -5.803 -2.443 -0.1 0.0 0.0
H -2.277 -5.706 -3.752 0.0 0.0 0.0
```
Forces are in eV/Å.

Its electronic energy is -1501926.2240 eV. Its LUMO energy is -0.17 eV. For the orbital gap, the calculation gives 7.827 eV. As for the charge: 0.